[1]
Below is the molecule C10H16N4O4 at a distorted geometry, with properties calculated with ωB97M-V/def2-TZVPD.

Calculated values
**SMILES string**: CCCCOC(=O)[C@@H](C)Nc1n[nH]c(=O)[nH]c1=O

Each line ends with the Löwdin charge.
Element x y z (Å)
C 4.62199 2.03046 0.00654  -0.11
C 3.20444 2.45156 -0.36343  -0.26
C 2.17294 1.34671 -0.14060  -0.19
C 2.38056 0.15218 -1.06795  -0.16
H 3.32212 -0.35498 -0.84042  0.12
H 2.36077 0.45992 -2.11559  0.14
O 1.31081 -0.78744 -0.93011  0.00
C 1.40684 -1.67418 0.05718  -0.47
O 2.35458 -1.79605 0.78315  0.13
C 0.16283 -2.57569 0.11261  -0.25
N -0.99427 -1.91863 -0.44454  0.09
C -1.39379 -0.68876 -0.05840  -0.25
N -0.93149 -0.10792 1.00079  0.14
N -1.41838 1.11818 1.31662  0.08
C -2.34752 1.83151 0.62740  -0.52
O -2.73369 2.92796 0.95000  0.08
N -2.81731 1.17193 -0.50821  0.22
C -2.41827 -0.06523 -0.93770  -0.37
O -2.84782 -0.59012 -1.94212  0.10
H -3.51059 1.66809 -1.05840  0.17
H -1.02525 1.52224 2.15598  0.16
H -1.32530 -2.18085 -1.36289  0.14
C -0.08411 -3.02948 1.55031  -0.04
H -0.87981 -3.76811 1.57768  0.08
H -0.36494 -2.17344 2.15549  0.07
H 0.82786 -3.46072 1.95141  0.08
H 0.38206 -3.44913 -0.51198  0.16
H 2.22152 0.99608 0.89218  0.12
H 1.17106 1.74612 -0.31623  0.11
H 3.17716 2.76701 -1.40882  0.11
H 2.91876 3.30992 0.24787  0.11
H 5.29342 2.88375 -0.05245  0.07
H 4.99248 1.26266 -0.66719  0.07
H 4.64977 1.64090 1.02120  0.08

Forces on the atoms, in the same order (eV/Å):
C -0.158 0.150 -0.109
C -0.020 -0.191 0.143
C -0.006 -0.101 -0.260
C 0.375 0.281 0.238
H -0.098 0.073 -0.130
H 0.019 -0.044 0.085
O -0.102 0.042 -0.290
C -0.166 -0.251 -0.031
O 0.117 0.024 0.095
C 0.046 0.131 0.399
N -0.184 -0.342 -0.459
C 0.046 0.443 0.744
N 0.032 -0.777 -0.658
N 0.003 0.307 0.198
C 0.138 -0.094 0.063
O -0.188 0.335 0.034
N -0.058 0.056 -0.013
C -0.148 0.083 -0.199
O 0.086 -0.027 0.104
H 0.132 -0.089 0.104
H -0.192 0.011 -0.262
H 0.074 0.061 0.110
C 0.172 -0.068 -0.145
H -0.074 -0.061 -0.027
H 0.004 -0.024 0.088
H 0.033 -0.051 0.080
H -0.029 0.163 0.029
H -0.055 0.000 0.043
H -0.044 -0.038 0.040
H -0.042 0.107 -0.026
H -0.024 0.050 -0.090
H 0.134 0.016 0.006
H 0.119 -0.104 -0.026
H 0.058 -0.071 0.122

=====

[2]
Below is the molecule C5H9N5O at a distorted geometry, with properties calculated with ωB97M-V/def2-TZVPD.

Calculated values
**SMILES string**: CN(C)C(=O)Nc1nc[nH]n1

Each line ends with the Löwdin charge.
Element x y z (Å)
O -1.63548 1.78126 -1.05574  0.06
N 0.25005 -1.50240 -0.91997  0.13
N 1.98012 -0.50669 -1.98600  0.10
C -0.78565 1.17116 -0.44109  -0.51
C 1.13031 -2.42950 -1.21681  -0.16
C 0.79923 -0.36130 -1.42216  -0.44
N 2.16840 -1.84451 -1.88881  -0.01
N 0.35981 0.89960 -1.15143  0.13
N -0.85051 0.98312 0.95274  -0.14
C 0.28168 0.53235 1.73391  -0.07
C -2.18169 1.07278 1.57089  -0.04
H 1.02861 -3.48212 -0.99762  0.12
H 2.99638 -2.34888 -2.22427  0.16
H 0.39250 1.48718 -1.97267  0.15
H 0.42579 1.19164 2.59391  0.08
H 1.19721 0.49653 1.13305  0.09
H 0.00715 -0.44967 2.13800  0.09
H -2.67334 0.09305 1.50519  0.09
H -2.07136 1.41557 2.59452  0.08
H -2.81919 1.80082 1.05436  0.09

Forces on the atoms, in the same order (eV/Å):
O -1.158 0.103 0.217
N -0.373 0.182 0.113
N 0.195 -0.731 -0.365
C -1.168 1.237 1.724
C 0.645 1.142 -0.816
C 1.329 -0.998 1.135
N -0.234 -1.718 0.424
N 0.749 0.080 -0.342
N 0.042 0.439 -2.383
C -0.677 -0.478 0.245
C 0.355 -0.038 -0.581
H 0.203 0.081 -0.085
H -0.592 0.882 0.082
H -0.091 0.132 0.096
H 0.096 0.128 -0.114
H -0.364 -0.060 0.191
H 0.580 -0.125 -0.040
H 0.001 0.165 0.346
H 0.029 -0.212 0.205
H 0.433 -0.213 -0.055

=====

[3]
Below is a structure of composition C34H24CoIO2S2Sb at a distorted geometry, with properties calculated with ωB97M-V/def2-TZVPD.

Calculated values
**Multiplicity**: 6
**<S²>**: 8.80
**Charge**: -2

Each line ends with the Löwdin charge.
Element x y z (Å)
Co -4.35623 -0.89866 -0.55214  -0.13
O 0.42009 2.09696 -1.04702  -0.22
C -0.79688 1.62129 -0.85631  -0.60
O -0.94991 0.38989 -0.62568  -0.15
C -1.91742 2.63505 -0.85921  -0.11
C -1.68576 4.00665 -0.70328  -0.02
C -2.81150 4.87190 -0.62526  -0.13
C -4.06042 4.39769 -0.77762  -0.14
C -4.33706 3.04228 -1.09477  -0.13
C -3.27709 2.12537 -1.12740  -0.55
S -3.68374 0.59042 -1.80617  0.68
H -0.70848 4.43202 -0.49384  0.11
H -2.70033 5.92387 -0.32383  0.09
H -4.95404 5.02749 -0.57394  0.10
H -5.35765 2.67178 -1.26067  0.09
C -3.52165 -0.58757 0.91466  -0.23
C -2.89690 -0.50982 1.96985  -0.09
C -2.31164 -0.48420 3.26293  -0.26
C -1.20375 0.40309 3.41034  -0.02
C -0.65212 0.58729 4.67111  -0.09
C -1.03482 -0.25664 5.73133  -0.13
C -2.06127 -1.15585 5.57599  -0.11
C -2.77515 -1.20927 4.35461  -0.03
H -0.98079 1.04227 2.53549  0.12
H 0.14774 1.27176 4.85273  0.08
H -0.52793 -0.18006 6.70381  0.09
H -2.31413 -1.89110 6.32592  0.09
H -3.69518 -1.76664 4.28153  0.11
C 5.91855 2.18650 -0.95643  -0.16
C 5.06385 2.53966 0.08264  -0.14
C 3.71234 2.25997 -0.00199  -0.17
C 3.20710 1.42285 -0.99745  -0.36
C 4.03123 1.17777 -2.07262  -0.17
C 5.37779 1.53654 -2.04289  -0.15
Sb 1.37647 0.14362 -0.75949  1.64
C 1.04176 -1.50316 0.85530  -0.31
C -0.02864 -2.37471 0.99085  -0.13
C 0.13346 -3.65461 1.57748  -0.12
C 1.33380 -3.98504 2.14158  -0.15
C 2.40854 -3.11108 2.00280  -0.15
C 2.27247 -1.90952 1.36996  -0.21
C 1.34291 -0.83106 -2.76234  -0.32
C 1.79652 -2.12927 -2.91936  -0.14
C 1.63483 -2.73489 -4.12252  -0.13
C 0.82212 -2.21292 -5.12807  -0.13
C 0.38059 -0.93778 -4.98859  -0.11
C 0.67301 -0.20755 -3.80301  -0.11
H 6.99048 2.31802 -0.87467  0.08
H 5.42355 3.00291 1.01427  0.09
H 3.05694 2.51824 0.83506  0.08
H 3.54673 0.53206 -2.82390  0.08
H 5.98575 1.32975 -2.94816  0.09
H -1.08141 -2.14403 0.71624  0.08
H -0.75264 -4.31440 1.56057  0.10
H 1.45480 -4.95065 2.60813  0.08
H 3.36368 -3.30410 2.55216  0.10
H 3.07815 -1.18719 1.41596  0.07
H 2.17156 -2.73847 -2.08666  0.11
H 1.99655 -3.71753 -4.34240  0.08
H 0.69949 -2.75201 -6.07181  0.09
H -0.23957 -0.47348 -5.79146  0.10
H 0.24700 0.79348 -3.66762  0.10
S -3.20831 -3.71863 -1.75530  0.70
C -3.88375 -2.50112 -1.10855  -0.95
I -6.34370 -2.56540 0.43913  -0.01

Forces on the atoms, in the same order (eV/Å):
Co -3.556 -0.575 -0.908
O -2.820 0.558 -0.533
C 1.517 0.385 0.140
O -1.032 1.644 -0.686
C -1.278 -1.104 -0.597
C -1.297 -0.171 0.536
C 1.991 0.580 0.501
C -3.039 -1.236 -0.089
C 0.972 0.639 0.645
C 0.558 2.066 0.272
S 0.811 0.371 -2.337
H 0.029 -0.476 -0.228
H 0.242 -0.480 -0.301
H 0.809 -0.168 -0.375
H 0.532 0.323 0.060
C 2.898 0.848 4.974
C -1.322 -0.435 -0.726
C 0.893 0.975 -0.149
C -0.796 0.419 0.393
C -0.190 -1.064 -0.181
C 0.454 0.414 0.355
C -0.740 -0.309 -1.193
C 0.702 0.221 0.590
H 0.252 -0.570 0.663
H 0.341 0.485 -0.122
H -0.131 -0.034 -0.492
H -0.114 0.243 0.378
H 0.069 -0.355 -0.177
C 0.275 0.007 0.733
C 0.127 0.397 0.532
C -0.478 -0.511 1.032
C -0.598 0.180 -0.126
C 0.160 -0.922 -0.332
C -0.269 -0.343 -2.049
Sb 2.950 -0.989 0.895
C -0.144 -0.657 -0.380
C -1.123 -0.649 -0.058
C -1.068 0.855 -0.444
C 0.275 -0.769 -0.394
C 1.284 -0.300 1.645
C -0.365 0.646 0.410
C -0.985 1.264 1.143
C 0.239 -0.349 0.970
C -0.890 -1.205 -1.381
C 1.246 -0.214 -0.552
C -0.953 2.149 0.048
C -0.669 -0.427 -0.871
H 0.005 0.226 -0.053
H 0.064 -0.025 -0.571
H 0.176 0.089 -0.135
H 0.962 0.419 -0.220
H -0.201 0.001 0.740
H 0.989 0.261 -0.219
H 0.644 0.230 0.315
H 0.137 -0.139 0.175
H -0.775 -0.090 -0.626
H 0.323 -0.070 -0.422
H 0.264 0.651 -0.208
H 0.388 -0.627 0.403
H -0.146 0.057 0.389
H 0.527 -0.298 0.760
H 0.264 -0.345 -0.101
S -0.050 -0.297 0.205
C 1.225 -1.520 -1.705
I -0.565 0.119 0.041

=====

[4]
Below is the molecule C4H8O3, with properties calculated with ωB97M-V/def2-TZVPD.

Calculated values
**SMILES string**: CCOC(=O)CO

Each line ends with the Löwdin charge.
Element x y z (Å)
C 0.11406 -2.36760 0.65772  -0.07
C 0.90385 -1.20476 0.09495  -0.21
O -0.02110 -0.26439 -0.48880  0.00
C 0.07140 1.01221 -0.12050  -0.46
O 0.87920 1.46709 0.66036  0.10
C -0.97502 1.87767 -0.79514  -0.17
O -0.85583 3.20553 -0.38096  -0.04
H -0.54174 -2.03164 1.46625  0.08
H -0.50040 -2.83427 -0.11798  0.08
H 0.79978 -3.12093 1.05797  0.08
H 1.57056 -1.52478 -0.71106  0.13
H 1.49144 -0.69541 0.86135  0.12
H -0.85022 1.78785 -1.88371  0.14
H -1.96724 1.47122 -0.55174  0.14
H -0.11875 3.22224 0.25127  0.08

Forces on the atoms, in the same order (eV/Å):
C -0.017 -0.021 0.004
C 0.147 -0.138 0.074
O -0.038 0.172 0.013
C 0.177 0.193 0.181
O -0.328 -0.197 -0.316
C -0.055 -0.265 -0.100
O 0.094 0.084 0.103
H 0.086 -0.050 -0.095
H 0.093 0.062 0.106
H -0.092 0.096 -0.050
H -0.070 0.040 0.106
H -0.086 -0.085 -0.114
H 0.017 0.009 0.156
H 0.148 0.053 -0.006
H -0.075 0.048 -0.061

=====

E_tot, record by record: -24781.2145, -14828.8526, -113670.7806, -10420.2391 eV